Record 1
112
Properties=species:S:1:pos:R:3 method="wB97M-V/def2-TZVPD" relative_energy_ev=3.061 lumo_ev=0.082 gap_ev=9.21 e_tot_ev=-62056.27168 smiles="CN(C)C=O.CN(C)C=O.CN(C)C=O.CN(C)C=O.CN(C)C=O.CC(C)=O.CC(C)=O.CC(C)=O.CC(C)=O.CC#N.CC#N"
C -1.95 -1.95 5.35
O -2.42 -3.07 5.72
N -0.70 -1.72 4.91
C -0.33 -0.38 4.69
C 0.30 -2.72 4.62
H -2.52 -1.02 5.48
H -1.07 0.29 4.25
H 0.58 -0.29 4.08
H 0.06 0.00 5.64
H 0.56 -2.61 3.57
H 1.15 -2.35 5.18
H 0.01 -3.74 4.91
C -6.74 2.05 -0.53
O -7.58 1.31 -1.07
N -5.36 2.08 -0.70
C -4.49 3.01 -0.04
C -4.76 1.16 -1.59
H -7.07 2.89 0.10
H -5.10 3.80 0.38
H -3.97 3.53 -0.84
H -3.81 2.69 0.76
H -3.91 0.59 -1.21
H -5.34 0.37 -2.07
H -4.36 1.58 -2.50
C 2.19 3.31 -4.36
O 2.10 2.92 -3.19
N 2.32 2.45 -5.42
C 2.31 2.88 -6.83
C 2.63 1.01 -5.32
H 2.05 4.34 -4.71
H 3.34 2.75 -7.18
H 2.08 3.95 -6.90
H 1.69 2.30 -7.51
H 3.38 0.69 -6.04
H 3.03 0.76 -4.34
H 1.75 0.39 -5.45
C -0.25 -4.99 -1.86
O -1.05 -4.90 -2.81
N 0.88 -4.20 -1.80
C 2.03 -4.41 -0.80
C 1.29 -3.16 -2.76
H -0.39 -5.72 -1.05
H 2.99 -4.57 -1.29
H 1.95 -5.40 -0.33
H 2.07 -3.61 -0.07
H 2.09 -3.56 -3.38
H 0.55 -2.82 -3.48
H 1.74 -2.33 -2.22
C 4.49 3.11 -0.89
O 4.32 2.09 -0.19
N 4.92 4.23 -0.29
C 5.27 5.42 -1.09
C 5.27 4.39 1.09
H 4.33 3.29 -1.96
H 6.34 5.61 -1.10
H 4.89 6.34 -0.66
H 4.88 5.34 -2.11
H 4.58 3.79 1.69
H 6.32 4.26 1.33
H 4.95 5.38 1.42
C -1.38 -3.35 1.67
C -1.63 -4.88 1.88
O -0.99 -5.73 1.28
C -2.71 -5.26 2.79
H -1.74 -2.98 0.71
H -0.30 -3.27 1.51
H -1.80 -2.72 2.45
H -2.96 -6.31 2.67
H -3.57 -4.59 2.66
H -2.52 -5.08 3.85
C -1.07 -0.60 -0.60
C 0.13 0.03 0.09
O 0.44 -0.18 1.27
C 1.07 0.85 -0.74
H -1.87 -0.51 0.13
H -0.90 -1.65 -0.81
H -1.26 -0.09 -1.55
H 0.61 1.79 -1.05
H 1.40 0.28 -1.62
H 1.98 1.11 -0.21
C -5.40 0.28 3.81
C -4.92 -0.92 3.02
O -5.52 -2.00 3.12
C -3.74 -0.92 2.12
H -4.54 0.70 4.35
H -6.03 -0.01 4.65
H -5.76 1.14 3.25
H -2.81 -0.69 2.65
H -4.00 -0.18 1.37
H -3.69 -1.97 1.81
C 3.59 -1.38 2.58
C 4.69 -0.33 2.73
O 5.84 -0.64 2.71
C 4.18 1.06 3.15
H 2.73 -0.97 2.05
H 3.22 -1.71 3.56
H 3.96 -2.25 2.05
H 3.85 1.09 4.19
H 3.33 1.35 2.54
H 5.00 1.77 3.19
C 1.19 4.11 0.21
C -0.12 4.31 -0.31
N -1.16 4.51 -0.72
H 1.06 3.32 0.95
H 1.58 5.03 0.66
H 1.86 3.77 -0.58
C -2.29 -2.27 -5.87
C -2.39 -1.52 -4.57
N -2.46 -1.00 -3.55
H -1.49 -3.01 -5.81
H -1.99 -1.56 -6.65
H -3.20 -2.73 -6.25


Record 2
66
Properties=species:S:1:pos:R:3 method="wB97M-V/def2-TZVPD" relative_energy_ev=0.795 lumo_ev=-0.142 gap_ev=7.24 e_tot_ev=-70120.91940
Pt -0.28 -0.19 -0.25
C -0.38 -3.39 2.55
C -1.80 -3.01 2.12
S -2.07 -1.57 1.03
C -2.58 -2.36 -0.52
C -1.45 -3.11 -1.23
S -0.07 -1.99 -1.65
C 1.42 -2.81 -0.99
C 1.54 -2.88 0.52
S 0.64 -4.24 1.32
H -0.47 -4.11 3.36
H 0.16 -2.53 2.94
H -2.37 -2.76 3.02
H -2.29 -3.86 1.65
H -2.95 -1.53 -1.12
H -3.41 -3.04 -0.34
H -1.82 -3.53 -2.17
H -1.06 -3.91 -0.61
H 2.21 -2.17 -1.38
H 1.49 -3.79 -1.48
H 1.18 -1.95 0.95
H 2.60 -2.97 0.78
C 3.00 2.46 -2.18
Si 1.53 1.34 -2.55
C 0.03 2.38 -2.91
C 1.91 0.34 -4.10
O 1.36 0.29 -1.30
H 3.50 2.78 -3.11
H 3.74 1.95 -1.56
H 2.68 3.36 -1.65
H 0.19 2.98 -3.81
H -0.20 3.07 -2.09
H -0.86 1.76 -3.08
H 2.18 1.00 -4.93
H 1.04 -0.25 -4.41
H 2.75 -0.36 -3.94
C -3.30 2.26 1.52
C -2.87 2.83 0.17
C -3.14 1.84 -0.97
C -1.44 3.36 0.19
C -1.21 4.65 -0.28
C 0.04 5.25 -0.22
C 1.08 4.57 0.39
C 0.91 3.28 0.88
C 2.03 2.69 1.74
C 2.61 1.34 1.32
C 1.57 2.64 3.21
C -0.34 2.63 0.69
O -0.49 1.34 1.05
H -4.38 2.04 1.51
H -3.11 2.98 2.32
H -2.76 1.34 1.76
H -3.49 3.70 -0.02
H -2.44 1.01 -0.94
H -3.03 2.32 -1.95
H -4.16 1.45 -0.90
H -2.05 5.21 -0.69
H 0.19 6.25 -0.61
H 2.04 5.06 0.52
H 2.85 3.42 1.68
H 1.89 0.54 1.46
H 3.49 1.12 1.95
H 2.93 1.33 0.28
H 0.76 1.92 3.31
H 1.21 3.61 3.54
H 2.39 2.33 3.86


Record 3
13
Properties=species:S:1:pos:R:3 method="wB97M-V/def2-TZVPD" relative_energy_ev=5.197 lumo_ev=0.597 gap_ev=8.43 e_tot_ev=-9371.89894
O 1.75 1.37 -0.90
C 1.86 0.66 0.21
C 1.06 -0.43 0.51
C 0.12 -1.29 0.29
C -1.32 -0.91 0.45
C -1.76 0.20 -0.49
O -1.04 0.92 -1.15
H 0.85 1.18 -1.27
H 2.66 1.01 0.86
H 2.26 -0.74 0.31
H -1.55 -0.53 1.46
H -2.02 -1.74 0.29
H -2.86 0.32 -0.57


Record 4
44
Properties=species:S:1:pos:R:3 method="wB97M-V/def2-TZVPD" relative_energy_ev=1.141 lumo_ev=-0.241 gap_ev=8.70 e_tot_ev=-51694.37524 smiles="Cc1nc(CC(=O)N2CCN(S(=O)(=O)c3ccccc3C#N)CC2)cs1"
C 2.62 3.40 0.56
C 3.20 2.07 0.28
N 3.19 1.08 1.10
C 3.72 -0.06 0.56
C 4.17 0.08 -0.71
S 3.91 1.68 -1.28
H 4.63 -0.66 -1.34
C 3.72 -1.32 1.36
C 2.71 -2.31 0.78
O 3.07 -3.31 0.20
N 1.39 -2.03 0.98
C 0.84 -0.79 1.46
H 1.58 -0.18 1.97
C 0.25 0.00 0.29
N -0.75 -0.81 -0.36
S -1.83 0.00 -1.35
O -1.39 1.35 -1.57
O -2.15 -0.83 -2.48
C -3.28 0.03 -0.29
C -4.23 -0.95 -0.45
C -5.36 -0.96 0.36
C -5.53 0.02 1.32
C -4.58 1.02 1.48
C -3.44 1.03 0.67
C -2.48 2.04 0.88
N -1.74 2.88 1.16
H -4.71 1.79 2.23
H -6.41 0.02 1.94
H -6.10 -1.73 0.23
H -4.07 -1.69 -1.22
C -0.21 -2.06 -0.86
H -1.01 -2.62 -1.34
C 0.40 -2.84 0.31
H 0.89 -3.75 -0.06
H -0.39 -3.10 1.02
H 0.58 -1.87 -1.61
H -0.21 0.92 0.63
H 1.06 0.25 -0.42
H 0.03 -1.03 2.17
H 3.50 -1.10 2.40
H 4.70 -1.81 1.29
H 2.55 3.55 1.63
H 3.24 4.18 0.12
H 1.62 3.47 0.13